# 1
20
Properties=species:S:1:pos:R:3:forces:R:3 method="wB97M-V/def2-TZVPD" de_lowest_kcal_mol=45.0 charge=0 smiles="C/C=C/N.O.O.O" energy_ev=-10952.8217 homo_lumo_gap_ev=8.90
C 3.12504 -0.24384 -1.70536 0.597 -1.707 0.022
C 1.88681 -0.36576 -0.75535 -0.011 0.726 -1.486
C 1.45969 -1.55152 -0.30098 0.223 -0.884 0.875
N 0.15559 -1.98144 -0.04053 -1.100 1.079 1.053
H 3.16629 -1.09053 -2.46660 -0.260 0.537 1.258
H 3.08359 0.57141 -2.40619 -0.310 0.896 0.303
H 4.14597 -0.24300 -1.25095 -0.881 0.172 0.011
H 1.18711 0.52961 -0.79417 0.845 -1.397 -0.025
H 2.09978 -2.39100 0.02472 0.515 0.576 -1.308
H 0.06482 -2.84002 0.48557 0.472 -0.004 -0.092
H -0.42437 -1.30300 0.46082 0.027 0.035 -0.525
O -1.91301 -0.10496 2.84251 -0.969 2.113 0.534
H -2.48761 -0.84289 2.68294 -0.449 -0.623 -0.135
H -2.57047 0.65533 2.98108 1.478 -1.617 -0.539
O -1.13724 1.91528 -0.91690 -0.845 -2.205 -1.454
H -0.43059 1.24209 -0.91389 0.182 0.715 0.540
H -1.72743 1.36649 -1.52235 0.409 1.517 0.968
O -3.52072 1.98098 1.09133 -0.927 1.479 2.459
H -3.48442 2.66391 1.84756 -0.012 -1.532 -2.018
H -2.67880 2.03287 0.65673 1.017 0.123 -0.440

# 2
21
Properties=species:S:1:pos:R:3:forces:R:3 method="wB97M-V/def2-TZVPD" de_lowest_kcal_mol=69.8 charge=0 smiles="NCCC=O.O.O.O" energy_ev=-13000.1396 homo_lumo_gap_ev=9.98
N 0.03814 0.36391 -0.16041 -8.495 -0.508 -6.684
C -1.27914 0.88336 0.25789 0.230 -0.380 -0.318
C -2.31920 0.66317 -0.91722 3.234 1.348 -1.060
C -2.33273 -0.62497 -1.74088 -0.846 -0.667 1.861
O -2.40937 -0.68225 -2.93128 0.338 0.261 -0.443
H 0.17245 0.77244 -1.07266 0.825 -0.103 -0.131
H 0.74964 0.43338 0.34920 7.173 1.204 5.616
H -1.46585 0.29719 1.16124 -0.764 0.581 0.139
H -1.30021 2.01578 0.39365 0.029 -1.395 0.467
H -2.02854 1.51529 -1.60243 -0.294 -1.047 0.109
H -3.29023 0.94985 -0.65938 -1.731 -0.007 0.816
H -2.45821 -1.58206 -1.12821 0.418 0.731 -0.404
O 2.97336 0.69119 1.18303 0.531 -2.100 -0.970
H 3.22316 -0.28570 1.21762 -0.382 2.093 -0.015
H 3.11010 1.02752 2.06837 -0.013 -0.058 0.443
O 1.60876 -2.82419 -2.14341 -0.792 1.265 0.122
H 0.69331 -3.04117 -2.39041 0.462 -0.131 0.059
H 1.51844 -1.86002 -1.94313 0.287 -1.103 -0.136
O 1.82597 0.62340 3.57831 0.384 2.337 1.420
H 1.09181 0.94096 3.07283 -0.658 0.278 -0.457
H 1.87833 -0.27707 3.40730 0.062 -2.598 -0.435

# 3
21
Properties=species:S:1:pos:R:3:forces:R:3 method="wB97M-V/def2-TZVPD" de_lowest_kcal_mol=19.4 charge=+1 energy_ev=-12991.8904 homo_lumo_gap_ev="11.18 / 6.13" multiplicity=2 s2=0.755
C -0.26019 -0.68624 1.27955 -0.298 -0.151 0.723
C 0.36744 -1.95539 0.72103 -0.754 -0.469 -1.065
O -0.67277 -2.91654 0.68734 -0.300 0.138 -0.121
N -1.04955 -0.05204 0.25334 0.924 0.382 0.523
C -2.02838 0.99124 0.45765 -0.732 0.959 -0.049
O -1.35723 2.21072 0.55507 0.348 0.191 -0.705
H -0.81770 -1.00382 2.15330 -0.711 0.307 0.070
H 0.33834 0.17450 1.62626 0.805 -0.354 -0.104
H 1.12235 -2.50290 1.26700 0.567 0.888 0.340
H 0.66893 -1.71850 -0.30130 0.671 -0.216 -0.014
H -1.37539 -2.61159 0.10052 -0.042 -0.310 -0.033
H -0.48642 0.15947 -0.57354 0.021 -0.283 -0.281
H -2.56462 1.09880 -0.48617 -0.331 -0.298 0.171
H -2.70774 0.82118 1.28923 0.163 -0.441 0.087
H -0.77539 2.33688 1.30822 -0.151 -0.287 0.534
H 2.62062 1.84070 -1.28242 -0.124 0.214 0.076
H 1.71853 2.29317 -0.05331 0.314 0.619 -0.348
O 2.19563 1.57197 -0.46074 -0.440 -0.894 0.395
H 1.19644 0.56241 -2.84915 -0.088 0.595 -0.267
H 1.82463 -0.75155 -2.68998 0.613 -0.122 -0.223
O 2.04248 0.13752 -3.00190 -0.454 -0.469 0.294